No. 1
Here is a 2-piece molecular cluster, H2NO2S overall from the Open Molecules 2025 dataset. Energies are from ωB97M-V/def2-TZVPD.

Element x y z (Å)
N 1.0066 -1.9221 -1.5067
O -1.2855 3.1107 0.7359
O -0.4144 1.7350 2.6207
S -0.6884 1.8264 1.1779
H 0.8917 -2.5652 -0.7723
H 0.4901 -2.1847 -2.2555

Summary:
total charge: -1

Quick look at the Mulliken charges, all values in e: -0.458, -0.527, -0.515, 0.157, 0.179, 0.165

---

No. 2
Here is C8H10O5Sm as an isolated structure from the Open Molecules 2025 dataset. Energies are from ωB97M-V/def2-TZVPD.

Element x y z (Å)
Sm 0.0470 0.0170 -0.6928
O 0.0580 3.6268 -0.5374
C 0.0630 2.4978 -0.6395
C 0.1170 -2.4927 -0.7180
O 0.0701 -3.6268 -0.5350
C 2.5335 0.0106 -0.7989
O 3.7077 0.0124 -0.7934
C -2.4430 0.0472 -0.9564
O -3.5888 0.0001 -0.7981
C 0.0628 0.6839 -3.1707
H -0.8536 1.2696 -3.2307
H 0.9781 1.2726 -3.2321
C 0.0654 -0.6715 -3.1652
H 0.9829 -1.2566 -3.2266
H -0.8490 -1.2611 -3.2243
C -0.2399 0.1361 3.7547
C 0.2443 0.2901 2.3328
O -0.7412 -0.5775 1.4831
H -1.2819 0.4686 3.8111
H 0.3675 0.7144 4.4682
H -0.2216 -0.9163 4.0352
H 0.1645 1.3101 1.9722
H 1.2812 -0.0593 2.1817
H -0.5241 -1.4954 1.6803

Summary:
spin multiplicity: 6
total charge: +3

Quick look at the Mulliken charges, all values in e: 0.911, 0.047, 0.290, 0.251, 0.025, 0.357, -0.008, 0.335, 0.010, -0.656, 0.464, 0.455, -0.685, 0.466, 0.467, -1.171, -0.192, -0.525, 0.344, 0.390, 0.372, 0.359, 0.345, 0.346

---

No. 3
Here is an isolated ion of composition C6H13N4 and charge +1 from the Open Molecules 2025 dataset. Energies are from ωB97M-V/def2-TZVPD.

Element x y z (Å)
N -1.3628 0.8983 0.8556
C -2.0674 0.2054 -0.2101
N -3.1099 0.9034 -0.7737
C -1.6567 -1.0262 -0.5245
C -0.7166 -1.8413 0.2615
C 0.6126 -1.8496 0.3612
C 1.6713 -1.0895 -0.3153
C 2.0386 0.1818 -0.1697
N 2.9947 0.8743 -0.8855
N 1.2565 1.0755 0.7146
H -1.7704 1.8185 1.0081
H -1.4609 0.3624 1.7164
H -3.5235 0.4762 -1.5872
H -3.0106 1.9033 -0.8644
H -2.1796 -1.5772 -1.2921
H -1.2295 -2.6387 0.7919
H 1.0389 -2.6548 0.9518
H 2.3019 -1.7162 -0.9324
H 3.4833 0.3223 -1.5741
H 3.6240 1.4617 -0.3567
H 0.0768 0.9488 0.6713
H 1.4795 2.0408 0.4605
H 1.5100 0.9207 1.6927

Summary:
SMILES: NC(N)=C/C=C\C=C(\N)[NH3+]
total charge: +1

Quick look at the Mulliken charges, all values in e: -0.567, 0.506, -0.531, -0.635, -0.591, -0.445, -0.663, 0.587, -0.555, -0.241, 0.282, 0.340, 0.252, 0.205, 0.306, 0.401, 0.404, 0.346, 0.250, 0.222, 0.343, 0.400, 0.384

---

Energy relative to the best compared isomer or geometry (same formula, charge and spin) readings, ordered: 237.7, 18.4, 94.4 kJ/mol
Maximum force readings, ordered: 4.2, 9.0, 1.0 eV/Å
Calculated total energy readings, ordered: -604.5629, -1343.7440, -455.1745 hartree